Record 1
Density functional theory data (ωB97M-V/def2-TZVPD) for C53H40BrCl3F4N4P3S2SeSiSn as an isolated structure.

relative energy (zero: lowest compared OMol25 entry of this formula, charge and spin): 0.00 kcal/mol
lowest unoccupied orbital energy: 1.340 eV

ORCA input file:
```
! RIJCOSX wB97M-V def2-TZVPD def2/J DEFGRID3
* xyz -1 1
Sn 1.34 -0.39 -2.02
S -1.01 -1.23 -0.04
P -0.40 -1.25 1.85
C 1.24 -0.67 2.04
P 1.28 0.93 1.19
S 2.74 0.87 -0.37
C 2.16 -1.02 3.12
C 1.83 -1.82 4.24
C 2.77 -2.18 5.19
C 4.09 -1.77 5.09
C 4.45 -0.98 4.00
C 3.51 -0.63 3.04
C 2.07 2.06 2.41
C 3.27 2.74 2.24
C 3.75 3.60 3.23
C 3.03 3.79 4.39
C 1.81 3.13 4.57
C 1.34 2.28 3.58
C -1.58 -0.30 2.89
C -1.61 -0.39 4.28
C -2.44 0.44 5.03
C -3.22 1.40 4.40
C -3.16 1.53 3.02
C -2.36 0.68 2.27
C -0.50 -3.01 2.39
C -1.35 -3.52 3.36
C -1.36 -4.89 3.63
C -0.54 -5.75 2.93
C 0.30 -5.25 1.94
C 0.31 -3.89 1.67
H 0.81 -2.15 4.37
H 2.46 -2.79 6.03
H 4.82 -2.04 5.84
H 5.47 -0.64 3.89
H 3.83 -0.04 2.18
H 3.84 2.60 1.32
H 4.70 4.11 3.08
H 3.40 4.46 5.16
H 1.23 3.29 5.47
H 0.39 1.77 3.72
H -0.97 -1.09 4.80
H -2.46 0.34 6.11
H -3.86 2.04 4.99
H -3.74 2.29 2.52
H -2.33 0.76 1.19
H -2.01 -2.87 3.91
H -2.02 -5.28 4.40
H -0.56 -6.82 3.13
H 0.93 -5.91 1.36
H 0.94 -3.48 0.89
F -2.92 4.72 -7.62
C -2.44 4.22 -6.48
C -2.77 4.80 -5.28
F -3.56 5.87 -5.26
C -2.29 4.25 -4.10
F -2.63 4.88 -2.98
C -1.48 3.13 -4.08
P -1.02 2.25 -2.49
C -0.08 3.57 -1.65
C -0.02 3.61 -0.25
C 0.87 4.45 0.39
C 1.73 5.25 -0.35
C 1.69 5.21 -1.73
C 0.79 4.38 -2.38
C -2.67 2.18 -1.67
C -3.19 3.12 -0.78
C -4.41 2.90 -0.17
C -5.13 1.75 -0.43
C -4.62 0.80 -1.31
C -3.39 1.02 -1.91
C -1.09 2.61 -5.32
Br 0.17 1.22 -5.47
C -1.58 3.14 -6.50
F -1.24 2.62 -7.69
H -0.66 2.95 0.34
H 0.92 4.45 1.47
H 2.45 5.88 0.16
H 2.36 5.83 -2.32
H 0.77 4.35 -3.46
H -2.64 4.03 -0.57
H -4.80 3.64 0.52
H -6.08 1.57 0.06
H -5.17 -0.11 -1.51
H -2.97 0.25 -2.55
Cl 2.52 -1.62 -5.28
Si 3.49 -0.41 -3.77
Cl 4.23 1.16 -4.95
Cl 5.22 -1.55 -3.43
Se -0.76 -4.35 -2.10
N -0.84 -2.78 -2.87
C -1.83 -2.84 -3.74
C -2.25 -1.76 -4.57
C -3.28 -1.95 -5.43
C -3.96 -3.22 -5.52
C -3.60 -4.27 -4.75
C -2.52 -4.12 -3.82
N -2.09 -5.06 -3.01
H -1.74 -0.81 -4.49
H -3.61 -1.13 -6.06
H -4.77 -3.32 -6.23
H -4.11 -5.22 -4.81
C 3.97 -4.21 1.35
N 3.47 -3.71 0.08
C 3.35 -4.41 -1.10
C 2.76 -3.56 -1.99
N 2.51 -2.36 -1.35
C 2.95 -2.49 -0.12
H 5.04 -4.42 1.29
H 3.44 -5.12 1.64
H 3.81 -3.45 2.12
H 3.71 -5.42 -1.21
H 2.53 -3.70 -3.03
H 2.90 -1.72 0.64
*
```

Löwdin population analysis, charges in e, atoms 1 to 99: 0.52, 0.21, 0.48, -0.60, 0.60, 0.10, -0.30, -0.06, -0.11, -0.13, -0.10, -0.08, -0.44, -0.14, -0.10, -0.11, -0.09, -0.10, -0.32, -0.11, -0.09, -0.10, -0.08, -0.11, -0.33, -0.08, -0.09, -0.09, -0.09, -0.11, 0.07, 0.09, 0.09, 0.10, 0.08, 0.06, 0.10, 0.09, 0.10, 0.09, 0.09, 0.10, 0.10, 0.09, 0.05, 0.09, 0.10, 0.10, 0.10, 0.07, 0.13, -0.14, -0.14, 0.12, -0.21, 0.11, -0.31, 1.07, -0.38, -0.14, -0.08, -0.08, -0.08, -0.09, -0.36, -0.10, -0.10, -0.09, -0.08, -0.11, -0.58, 0.81, -0.27, 0.07, 0.07, 0.10, 0.10, 0.10, 0.10, 0.10, 0.10, 0.10, 0.10, 0.08, 0.04, -0.71, 0.10, 0.12, 1.09, -0.26, -0.38, -0.03, -0.08, -0.09, -0.04, -0.40, -0.24, 0.07, 0.10

---

Record 2
Density functional theory data (ωB97M-V/def2-TZVPD) for C53H41Cl2FeN3O3P2S2Te as an isolated structure at a distorted geometry.

relative energy (zero: lowest compared OMol25 entry of this formula, charge and spin): 30.22 kcal/mol
lowest unoccupied orbital energy (spin up / spin down): 2.067 / 1.442 eV

ORCA input file:
```
! RIJCOSX wB97M-V def2-TZVPD def2/J DEFGRID3
* xyz -1 6
Fe -15.35 2.94 19.57
C -16.00 6.07 23.01
C -14.96 5.92 21.88
N -13.93 5.27 22.18
N -12.91 5.13 21.22
C -12.54 3.99 20.80
S -13.35 2.43 20.91
S -11.32 4.25 19.50
C -10.85 2.59 18.98
C -9.93 1.87 19.98
C -10.18 0.58 20.48
C -9.45 0.02 21.56
C -8.48 0.80 22.18
C -8.16 2.02 21.61
C -8.89 2.56 20.57
C -15.29 6.54 20.56
C -15.75 7.93 20.56
C -15.72 8.67 19.40
C -15.18 8.11 18.21
C -14.80 6.76 18.22
C -14.97 5.97 19.35
O -14.67 4.68 19.32
H -15.60 5.44 23.85
H -16.94 5.76 22.53
H -16.08 7.01 23.54
H -10.51 2.68 17.92
H -11.74 1.93 18.83
H -11.06 0.11 20.08
H -9.70 -0.93 21.97
H -8.12 0.41 23.15
H -7.52 2.75 22.19
H -8.59 3.59 20.28
H -16.25 8.29 21.43
H -16.00 9.71 19.23
H -15.00 8.81 17.38
H -14.41 6.25 17.29
Te -16.10 2.79 14.38
C -17.00 0.98 13.71
C -16.85 0.48 12.41
C -17.66 -0.59 11.97
N -18.60 -1.16 12.66
C -18.79 -0.59 13.88
C -18.00 0.38 14.45
C -15.95 2.51 16.47
P -16.99 3.22 17.72
C -18.65 2.50 17.65
C -19.90 3.17 17.49
C -21.09 2.53 17.74
C -21.08 1.16 18.00
C -19.92 0.47 17.99
C -18.71 1.13 17.87
C -17.44 4.95 17.46
C -17.34 5.75 16.31
C -18.04 6.96 16.17
C -18.75 7.47 17.25
C -18.62 6.81 18.44
C -18.00 5.58 18.51
P -14.60 1.87 17.34
C -14.48 0.05 17.23
C -13.55 -0.55 18.10
C -13.50 -1.92 18.22
C -14.22 -2.72 17.36
C -15.17 -2.09 16.53
C -15.36 -0.73 16.44
C -13.09 2.35 16.40
C -12.20 1.46 15.79
C -11.11 1.88 15.00
C -10.90 3.20 14.80
C -11.74 4.11 15.42
C -12.83 3.73 16.23
H -16.02 0.85 11.84
H -17.38 -1.03 11.01
H -19.64 -0.99 14.47
H -18.23 0.69 15.46
H -19.89 4.28 17.35
H -21.99 3.09 17.73
H -22.02 0.60 18.21
H -19.89 -0.63 18.07
H -17.78 0.65 17.97
H -16.80 5.39 15.44
H -18.12 7.31 15.13
H -19.38 8.30 17.10
H -19.19 7.17 19.26
H -18.02 5.09 19.51
H -12.96 0.17 18.66
H -12.86 -2.42 18.90
H -14.11 -3.78 17.37
H -15.96 -2.74 16.00
H -16.02 -0.33 15.64
H -12.26 0.41 15.91
H -10.46 1.11 14.55
H -10.20 3.60 14.00
H -11.59 5.14 15.25
H -13.46 4.44 16.71
Cl -20.63 -0.27 23.80
C -19.44 0.33 22.66
C -18.91 -0.55 21.62
C -17.98 -0.24 20.71
Cl -17.38 -1.33 19.50
C -17.30 1.09 20.84
O -16.37 1.32 20.09
C -17.81 1.99 21.83
C -17.37 3.36 21.92
O -16.58 3.88 21.23
C -18.84 1.57 22.76
H -19.40 -1.50 21.60
H -17.98 3.92 22.66
H -19.02 2.21 23.62
*
```

Löwdin population analysis, charges in e, atoms 1 to 99: 0.61, -0.04, -0.32, 0.08, -0.08, -1.00, 0.60, 0.89, -0.48, -0.28, -0.04, -0.08, -0.12, -0.11, -0.10, -0.09, -0.02, -0.12, -0.08, -0.01, -0.38, -0.26, 0.10, 0.06, 0.06, 0.08, 0.02, 0.08, 0.09, 0.11, 0.12, 0.11, 0.09, 0.09, 0.11, 0.12, 1.26, -0.57, -0.12, -0.19, 0.05, -0.14, -0.16, -0.96, 0.89, -0.30, -0.05, -0.08, -0.10, -0.11, -0.16, -0.39, -0.09, -0.07, -0.09, -0.08, -0.14, 0.86, -0.35, -0.10, -0.09, -0.09, -0.10, -0.08, -0.35, -0.08, -0.11, -0.12, -0.08, -0.09, 0.08, 0.10, 0.11, 0.07, 0.11, 0.09, 0.11, 0.11, 0.03, 0.03, 0.11, 0.09, 0.10, 0.12, 0.07, 0.09, 0.09, 0.12, 0.08, 0.09, 0.11, 0.12, 0.08, 0.06, 0.61, -0.65, -0.12, -0.55, 0.76

---

Record 3
Density functional theory data (ωB97M-V/def2-TZVPD) for C53H44N7OsSSi as an isolated structure at a distorted geometry.

lowest unoccupied orbital energy (spin up / spin down): -3.874 / -5.489 eV

ORCA input file:
```
! RIJCOSX wB97M-V def2-TZVPD def2/J DEFGRID3
* xyz 1 5
Os 0.24 -0.27 0.17
C 1.88 4.53 6.22
C 1.32 3.26 6.48
C 1.12 2.36 5.44
C 1.53 2.59 4.13
C 2.22 3.80 3.94
C 2.41 4.74 4.96
C 1.19 1.62 3.02
C -0.16 1.23 2.87
C -1.29 1.62 3.64
C -2.44 1.03 3.16
C -2.08 0.21 2.11
N -0.66 0.28 1.94
C -2.91 -0.71 1.44
C -2.37 -1.79 0.72
C -3.04 -2.96 0.27
C -2.08 -3.84 -0.18
C -0.83 -3.17 -0.08
C 0.47 -3.77 -0.33
C 0.72 -5.19 -0.16
C -0.19 -6.06 0.54
C 0.07 -7.46 0.59
C 1.29 -7.99 0.12
C 2.22 -7.12 -0.43
C 1.99 -5.76 -0.49
C 1.34 -2.92 -1.06
N 1.51 -1.56 -0.84
C 2.71 -1.18 -1.47
C 3.37 0.03 -1.17
C 4.57 0.36 -2.08
C 4.39 0.44 -3.47
C 5.39 0.85 -4.33
C 6.68 1.08 -3.84
C 6.90 0.98 -2.49
C 5.89 0.59 -1.60
C 3.19 0.63 0.12
C 4.16 1.30 0.94
C 3.55 1.66 2.12
C 2.17 1.26 2.04
N 1.98 0.54 0.85
C 3.12 -2.26 -2.31
C 2.25 -3.31 -2.10
N -1.04 -1.83 0.32
C -4.39 -0.75 1.76
C -4.85 -1.82 2.53
C -6.17 -1.92 2.94
C -7.07 -0.94 2.50
C -6.65 0.12 1.71
C -5.30 0.25 1.39
H 2.00 5.28 7.03
H 1.08 2.98 7.49
H 0.69 1.39 5.63
H 2.54 4.05 2.95
H 2.98 5.61 4.77
H -1.20 2.23 4.53
H -3.48 1.17 3.43
H -4.10 -3.20 0.40
H -2.27 -4.85 -0.60
H -1.01 -5.62 1.09
H -0.71 -8.06 1.08
H 1.44 -9.05 0.29
H 3.19 -7.45 -0.72
H 2.76 -5.11 -0.86
H 3.41 0.19 -3.86
H 5.14 1.04 -5.41
H 7.49 1.39 -4.48
H 7.90 1.16 -2.16
H 6.10 0.38 -0.55
H 5.13 1.62 0.59
H 4.00 2.01 3.02
H 3.94 -2.19 -3.01
H 2.22 -4.30 -2.55
H -4.15 -2.61 2.84
H -6.48 -2.76 3.57
H -8.11 -1.01 2.79
H -7.37 0.88 1.41
H -4.94 1.08 0.82
C 1.86 4.62 -1.30
Si 0.03 4.52 -1.01
C -0.81 5.11 -2.54
C -0.37 5.66 0.42
C -0.34 2.65 -0.76
C -0.15 1.42 -0.53
H 2.22 5.59 -1.60
H 2.11 3.88 -2.10
H 2.36 4.33 -0.36
H -0.26 6.05 -2.84
H -1.88 5.38 -2.37
H -0.86 4.39 -3.38
H -0.01 6.71 0.22
H 0.19 5.26 1.32
H -1.47 5.70 0.64
C -2.59 -2.74 -5.01
C -3.89 -1.89 -5.01
C -3.72 -0.78 -4.00
N -2.99 -1.09 -2.94
N -2.79 -0.08 -2.08
C -3.44 1.02 -2.46
N -3.44 2.11 -1.63
S -4.31 0.89 -3.98
H -2.68 -3.64 -5.60
H -2.39 -3.11 -3.99
H -1.73 -2.12 -5.33
H -4.76 -2.52 -4.77
H -4.13 -1.49 -6.00
H -2.54 2.20 -1.14
H -3.75 2.99 -1.98
*
```

Löwdin population analysis, charges in e, atoms 1 to 99: 1.62, -0.07, -0.06, -0.06, -0.17, -0.04, -0.07, -0.03, -0.19, 0.02, 0.02, -0.22, -0.06, -0.02, -0.26, 0.02, -0.01, -0.17, -0.04, -0.13, -0.01, -0.06, -0.06, -0.07, -0.03, -0.20, -0.06, -0.23, 0.02, -0.15, -0.05, -0.07, -0.07, -0.07, -0.02, -0.19, 0.01, 0.00, -0.18, -0.08, 0.03, -0.01, -0.07, -0.18, -0.06, -0.06, -0.07, -0.06, -0.02, 0.12, 0.10, 0.12, 0.10, 0.09, 0.11, 0.13, 0.13, 0.14, 0.10, 0.11, 0.11, 0.10, 0.09, 0.12, 0.13, 0.11, 0.10, 0.11, 0.10, 0.11, 0.12, 0.12, 0.13, 0.11, 0.11, 0.11, 0.10, -0.18, 0.41, -0.21, -0.19, -0.10, -0.30, 0.03, 0.05, 0.03, 0.05, 0.04, 0.04, 0.06, 0.03, 0.04, -0.11, -0.23, -0.58, -0.02, -0.01, -0.69, 0.08

---

Record 4
Density functional theory data (ωB97M-V/def2-TZVPD) for C53H46BrMnN4O2P2 as an isolated structure at a distorted geometry.

lowest unoccupied orbital energy (spin up / spin down): -7.535 / -6.491 eV

ORCA input file:
```
! RIJCOSX wB97M-V def2-TZVPD def2/J DEFGRID3
* xyz 2 5
Mn -0.46 0.98 0.05
C -4.47 4.92 0.18
C -3.15 4.56 -0.42
C -2.28 5.54 -0.88
C -1.08 5.17 -1.45
C -0.77 3.82 -1.48
Br 0.84 3.25 -2.31
N -1.55 2.86 -1.00
C -2.74 3.23 -0.53
H -4.88 5.81 -0.28
H -4.34 5.12 1.24
H -5.19 4.11 0.07
H -2.55 6.58 -0.81
H -0.39 5.89 -1.87
H -3.42 2.44 -0.24
C -0.76 -2.55 -0.87
N -1.86 -2.92 -0.04
C -2.62 -1.91 0.65
P -2.50 -0.17 -0.05
C -3.01 -0.42 -1.78
C -4.12 -1.16 -2.20
C -4.35 -1.31 -3.56
C -3.47 -0.79 -4.49
C -2.34 -0.10 -4.08
C -2.13 0.10 -2.73
C -3.85 0.48 0.99
C -3.43 1.11 2.16
C -4.35 1.55 3.09
C -5.70 1.37 2.85
C -6.13 0.77 1.67
C -5.21 0.32 0.74
C -2.26 -4.24 0.04
C -2.97 -4.72 1.16
C -3.37 -6.04 1.22
C -3.09 -6.92 0.18
C -2.38 -6.46 -0.92
C -1.97 -5.14 -1.00
P 0.37 -1.20 -0.20
C 1.67 -1.45 -1.45
C 2.46 -2.59 -1.55
C 3.38 -2.68 -2.57
C 3.52 -1.65 -3.49
C 2.72 -0.52 -3.40
C 1.80 -0.42 -2.38
C 0.60 -1.84 1.49
C 1.06 -3.10 1.81
C 1.15 -3.48 3.14
C 0.74 -2.62 4.14
C 0.26 -1.36 3.83
C 0.19 -0.97 2.50
H -1.08 -2.22 -1.87
H -0.10 -3.42 -1.00
H -2.33 -1.82 1.71
H -3.69 -2.18 0.61
H -4.78 -1.63 -1.49
H -5.23 -1.86 -3.88
H -3.65 -0.93 -5.55
H -1.63 0.29 -4.79
H -1.24 0.64 -2.37
H -2.36 1.28 2.31
H -4.02 2.03 4.00
H -6.42 1.71 3.57
H -7.19 0.64 1.49
H -5.56 -0.14 -0.18
H -3.18 -4.06 1.99
H -3.91 -6.39 2.08
H -3.41 -7.94 0.23
H -2.16 -7.13 -1.74
H -1.47 -4.80 -1.89
H 2.37 -3.38 -0.82
H 3.99 -3.57 -2.65
H 4.25 -1.74 -4.28
H 2.82 0.28 -4.12
H 1.16 0.45 -2.28
H 1.36 -3.80 1.04
H 1.53 -4.46 3.39
H 0.80 -2.92 5.18
H -0.06 -0.69 4.61
H -0.18 0.03 2.24
O 0.28 3.22 1.03
C 1.37 2.66 0.87
N 2.62 3.07 1.08
C 3.57 1.99 0.83
C 2.59 0.82 0.64
O 2.82 -0.38 0.61
N 1.36 1.35 0.48
C 4.57 1.79 1.96
C 5.80 2.43 1.89
C 6.74 2.25 2.89
C 6.45 1.42 3.97
C 5.21 0.79 4.04
C 4.27 0.98 3.05
C 4.26 2.07 -0.53
C 4.10 3.15 -1.38
C 4.64 3.11 -2.66
C 5.35 2.00 -3.08
C 5.54 0.93 -2.21
C 5.00 0.97 -0.94
H 2.90 3.99 1.40
H 6.03 3.06 1.04
H 7.70 2.74 2.84
H 7.19 1.26 4.74
H 4.99 0.15 4.88
H 3.32 0.47 3.09
H 3.56 4.04 -1.06
H 4.50 3.96 -3.32
H 5.76 1.97 -4.08
H 6.11 0.07 -2.52
H 5.15 0.15 -0.26
*
```

Löwdin population analysis, charges in e, atoms 1 to 99: 0.72, -0.02, -0.22, 0.03, -0.06, -0.70, 0.92, -0.03, -0.07, 0.09, 0.10, 0.08, 0.14, 0.12, 0.09, -0.27, -0.17, -0.27, 1.04, -0.35, -0.07, -0.04, -0.04, -0.04, -0.13, -0.39, -0.11, -0.05, -0.04, -0.04, -0.06, -0.24, -0.03, -0.07, -0.08, -0.07, -0.03, 1.10, -0.35, -0.06, -0.04, -0.05, -0.06, -0.11, -0.34, -0.05, -0.03, -0.04, -0.05, -0.13, 0.10, 0.10, 0.10, 0.11, 0.11, 0.12, 0.12, 0.12, 0.05, 0.09, 0.12, 0.12, 0.12, 0.10, 0.10, 0.11, 0.11, 0.11, 0.10, 0.10, 0.12, 0.12, 0.12, 0.03, 0.11, 0.12, 0.12, 0.12, 0.07, 0.03, -0.59, 0.22, -0.25, -0.42, 0.07, 0.01, -0.15, -0.02, -0.05, -0.06, -0.06, -0.02, -0.17, -0.08, -0.07, -0.07, -0.06, -0.02, 0.18